# 1
This record from the OMol25 dataset describes C42H62CaN2O6P2SbSi as an isolated structure in a non-equilibrium geometry. The level of theory is wB97M-V/def2-TZVPD.

Cartesian coordinates (Å):
Ca 0.466600 -1.015600 0.397900
C -2.457000 4.467900 2.060800
C -1.429500 3.433000 2.413900
C -0.361000 3.755200 3.234600
C 0.599200 2.774000 3.471700
C 0.422500 1.526000 2.932200
C -0.737700 1.245500 2.172600
N -1.620500 2.217600 1.901200
N -1.005100 -0.032300 1.767000
Si -1.577000 -1.051200 3.014200
C -0.635600 -0.918800 4.697400
C -3.413400 -0.717800 3.496100
C -1.442500 -2.853300 2.433000
H -2.002300 5.452300 1.958100
H -3.221400 4.519600 2.836300
H -2.925400 4.175700 1.128500
H -0.264400 4.747400 3.654500
H 1.468000 3.002100 4.078000
H 1.138700 0.727900 3.070000
H -0.676600 0.099900 5.076100
H 0.412000 -1.179300 4.568400
H -1.043700 -1.568600 5.467700
H -3.561600 0.320900 3.770500
H -3.720700 -1.328900 4.340600
H -4.082400 -0.933200 2.670200
H -0.398500 -3.114800 2.292900
H -1.966600 -2.987500 1.490900
H -1.872200 -3.532800 3.163600
O 2.815100 -2.107400 -2.125000
C 1.717500 -1.805500 -2.524300
O 0.786200 -1.234800 -1.712500
C 1.188600 -1.999900 -3.878700
C 1.725300 -2.834700 -4.850000
C 1.068900 -2.959100 -6.058600
C -0.113300 -2.264500 -6.289400
C -0.651700 -1.436800 -5.319900
C 0.001100 -1.295400 -4.110500
P -0.311000 -0.304600 -2.613800
C -1.767600 -1.663100 -2.243400
C -1.725800 -2.772100 -1.400900
C -2.863500 -3.531100 -1.167100
C -4.063400 -3.194800 -1.770300
C -4.126800 -2.087900 -2.600900
C -2.990200 -1.332700 -2.822100
C 1.279500 0.866300 -3.088900
C 1.997200 1.405200 -2.023200
C 2.994100 2.342400 -2.219800
C 3.251600 2.809400 -3.499800
C 2.518300 2.326300 -4.571100
C 1.552900 1.356700 -4.364000
H 2.635300 -3.377100 -4.644100
H 1.474500 -3.605200 -6.823800
H -0.617600 -2.373100 -7.237800
H -1.565400 -0.893600 -5.501700
H -0.790500 -3.077000 -0.946000
H -2.807500 -4.401800 -0.522200
H -4.946900 -3.794000 -1.595400
H -5.063100 -1.820500 -3.075600
H -3.039900 -0.468500 -3.475100
H 1.760800 1.072500 -1.005500
H 3.569700 2.713400 -1.380600
H 4.017100 3.556500 -3.659700
H 2.713300 2.700500 -5.570100
H 1.001100 0.963100 -5.212000
C -4.860500 2.441900 0.092200
C -4.005000 3.087600 -0.986600
Sb -2.046300 2.020400 -1.142500
C -0.607400 3.669100 -0.832000
C -0.976700 5.026600 -1.398100
C -1.857500 2.372100 -3.337700
C -2.901400 3.221100 -4.034600
H -5.731700 3.060000 0.329100
H -4.283700 2.281400 1.001900
H -5.217100 1.469000 -0.247600
H -3.881300 4.156000 -0.808300
H -4.501700 2.979000 -1.948700
H 0.307000 3.306100 -1.303300
H -0.419400 3.740200 0.235000
H -1.012600 4.995700 -2.485100
H -0.232700 5.773500 -1.110400
H -1.943900 5.359600 -1.024800
H -1.805500 1.388100 -3.809900
H -0.871500 2.819900 -3.462500
H -3.864300 2.714900 -4.060500
H -2.604900 3.426200 -5.065800
H -3.029400 4.172500 -3.522900
C 5.266700 -2.003000 2.146400
C 4.899600 -2.061900 0.664600
C 4.723400 -0.654800 0.092500
C 5.972100 -2.817200 -0.132600
O 3.714500 -2.817300 0.471700
P 2.334300 -2.639700 1.272500
O 1.222800 -3.097400 0.380900
O 2.155300 -1.249200 1.798900
O 2.493900 -3.633800 2.546700
C 2.486800 -5.054300 2.407800
C 3.349900 -5.526100 1.236900
C 1.057000 -5.560900 2.202200
C 3.057500 -5.572200 3.735100
H 6.186400 -1.439700 2.289400
H 5.404700 -3.009700 2.535000
H 4.456900 -1.529900 2.694700
H 5.676500 -0.127700 0.090300
H 4.001200 -0.098200 0.689200
H 4.348900 -0.737600 -0.926200
H 6.925300 -2.293600 -0.097700
H 5.637900 -2.904200 -1.162600
H 6.099800 -3.818400 0.273500
H 2.966900 -5.102400 0.312400
H 3.332800 -6.614000 1.178600
H 4.375400 -5.189300 1.364900
H 0.639700 -5.073200 1.325300
H 0.441700 -5.316800 3.065200
H 1.057000 -6.639400 2.050600
H 4.049400 -5.152800 3.890500
H 3.123800 -6.658700 3.740300
H 2.417800 -5.247300 4.552400

Forces on the atoms, in the same order (eV/Å):
Ca -1.73 1.16 0.54
C 0.09 -0.05 0.06
C 0.08 0.20 0.23
C 0.15 -0.07 -0.01
C -0.08 0.24 0.02
C 0.21 0.02 -0.26
C -0.12 0.07 0.43
N -0.17 0.16 0.05
N -0.21 -0.36 0.60
Si -0.78 -0.32 0.83
C -0.18 0.06 -0.76
C 0.74 -0.17 -0.28
C -0.01 0.77 0.09
H -0.03 0.06 -0.02
H -0.11 0.02 0.01
H -0.14 0.12 -0.09
H -0.01 0.05 -0.04
H 0.03 -0.05 0.01
H 0.05 0.00 0.10
H -0.01 0.17 0.05
H 0.23 -0.03 -0.04
H -0.22 -0.19 -0.01
H 0.03 0.31 0.05
H 0.02 -0.17 0.20
H -0.12 -0.04 -0.27
H 0.14 -0.21 -0.01
H -0.09 -0.08 -0.19
H -0.05 -0.09 0.15
O -0.72 0.16 -0.17
C 1.62 -0.69 -0.11
O 0.44 -0.29 -0.89
C -0.83 0.10 -0.46
C 0.12 0.10 0.31
C 0.06 -0.06 -0.07
C -0.02 -0.01 -0.01
C -0.06 0.15 -0.02
C 0.51 -0.21 0.10
P -0.84 0.29 -1.33
C 0.48 0.09 0.42
C -0.03 0.16 -0.14
C -0.05 -0.22 0.10
C -0.10 -0.17 0.11
C -0.08 0.05 -0.13
C 0.12 0.03 0.04
C 0.03 -0.17 0.32
C -0.14 -0.18 -0.17
C 0.09 0.14 0.19
C 0.15 0.16 0.03
C 0.05 0.09 -0.12
C -0.15 -0.13 0.13
H 0.13 -0.05 0.02
H 0.01 -0.04 -0.06
H -0.06 -0.01 -0.12
H -0.16 0.04 -0.10
H 0.08 -0.14 0.03
H -0.02 0.02 0.02
H -0.05 -0.03 0.03
H -0.04 0.02 -0.01
H -0.08 0.17 -0.07
H 0.20 0.13 -0.07
H 0.01 0.06 0.04
H 0.06 0.03 0.00
H 0.00 -0.01 -0.01
H -0.01 -0.02 -0.07
C -0.01 0.04 0.06
C 0.46 -0.19 0.00
Sb -0.34 0.86 -0.60
C -0.30 -0.34 0.06
C 0.03 -0.09 0.04
C -0.08 -0.14 0.32
C 0.07 0.01 0.05
H -0.05 -0.07 0.05
H -0.08 -0.05 0.15
H -0.02 -0.08 0.09
H 0.11 0.06 -0.03
H 0.09 0.06 -0.13
H 0.02 -0.07 -0.01
H 0.08 -0.04 0.06
H -0.08 0.08 -0.12
H 0.02 0.10 -0.04
H -0.10 0.11 -0.03
H 0.01 0.03 -0.05
H 0.12 -0.05 0.03
H -0.16 0.03 -0.02
H -0.05 0.05 -0.10
H -0.14 0.16 -0.03
C -0.15 -0.13 -0.22
C 1.04 0.49 0.06
C -0.15 -0.23 0.00
C -0.42 0.13 0.18
O -1.12 -0.13 0.32
P 2.05 -1.85 0.90
O 0.15 -0.36 -0.07
O 0.34 0.13 0.23
O -0.15 1.04 -0.60
C 0.03 -1.21 0.20
C -0.06 0.19 0.19
C 0.18 0.26 0.04
C -0.14 0.28 -0.33
H 0.06 0.08 -0.01
H 0.04 -0.12 0.09
H 0.03 0.12 0.17
H 0.05 0.05 0.02
H 0.05 0.06 0.00
H 0.03 0.09 -0.05
H 0.05 0.06 0.02
H 0.03 0.00 -0.16
H 0.05 -0.11 0.05
H 0.04 -0.17 -0.17
H -0.04 -0.03 0.03
H 0.13 -0.02 -0.03
H -0.12 -0.10 -0.04
H -0.09 0.00 0.08
H 0.02 -0.07 0.05
H 0.12 0.00 0.02
H -0.04 -0.07 -0.05
H -0.05 0.00 0.11

Calculated values
charge: -1
HOMO energy: -3.84 eV

Here are the Löwdin charges for atoms 1 to 2, given in e:
1. Ca 1.335
2. C -0.035

# 2
This record from the OMol25 dataset describes a 11-piece molecular cluster, C42H63O32 overall in a non-equilibrium geometry. The level of theory is wB97M-V/def2-TZVPD.

Cartesian coordinates (Å):
C -0.812439 -0.437465 0.496944
C 0.408534 0.287860 0.020888
O 1.313579 -0.348647 -0.551265
O 0.438240 1.496883 0.129582
H -1.263480 -0.938678 -0.359466
H -1.558622 0.277419 0.843692
H -0.473751 -1.053135 1.330215
C -0.356408 -0.613357 -3.376441
C 1.068412 -0.305476 -2.886585
C 2.025778 -1.456613 -2.600046
O 3.174388 -1.199967 -3.374273
C 2.970250 -0.147130 -4.142482
O 3.804156 0.362181 -4.896869
O 1.750024 0.334458 -3.990451
H -0.441484 -1.620905 -3.783529
H -0.646707 0.170199 -4.076343
H -1.124645 -0.653559 -2.604244
H 1.075633 0.376554 -2.036369
H 1.633446 -2.436841 -2.870832
H 2.364998 -1.465701 -1.564216
C 3.823075 -0.006840 -0.317086
C 4.746011 0.804500 -1.228202
C 5.339503 0.109565 -2.480262
O 5.427797 1.134848 -3.410579
C 4.588873 2.117607 -3.063631
O 4.303069 3.028444 -3.814733
O 4.140067 1.930234 -1.770656
H 3.624155 0.560570 0.592080
H 4.149686 -1.032147 -0.143391
H 2.820436 -0.092653 -0.735986
H 5.558699 1.177819 -0.605076
H 4.658386 -0.635579 -2.891274
H 6.253214 -0.423595 -2.217647
C 0.256811 3.599302 2.107506
C 0.565497 2.212891 2.727923
C 1.816695 1.560174 2.161248
O 2.495001 1.232973 3.359504
C 1.994633 1.739346 4.450638
O 2.462274 1.613179 5.566784
O 0.873638 2.349921 4.076463
H -0.591589 4.185607 2.460454
H 0.089108 3.565938 1.031007
H 1.181599 4.168288 2.203221
H -0.219217 1.466022 2.607485
H 2.475090 2.060650 1.451210
H 1.489898 0.658643 1.643054
C -0.631837 -2.880520 -1.719377
C 0.709313 -3.270559 -1.054277
C 0.941745 -2.764783 0.326343
O 0.862500 -3.868954 1.158886
C 0.827385 -5.027769 0.482985
O 0.790495 -6.108119 1.016366
O 0.760904 -4.686905 -0.877166
H -0.726239 -1.797238 -1.644065
H -1.510455 -3.480559 -1.482527
H -0.404294 -2.996117 -2.779072
H 1.583806 -3.017968 -1.653905
H 0.214319 -1.975975 0.517965
H 1.958133 -2.371403 0.308800
C 1.346066 -1.285708 3.472601
C 1.987364 -1.347404 2.094331
C 3.109235 -0.338465 2.016061
O 4.279504 -1.079347 1.737877
C 4.022595 -2.387943 1.650881
O 4.813013 -3.332705 1.286672
O 2.708236 -2.576818 1.992215
H 0.575081 -2.050306 3.567836
H 0.856662 -0.330898 3.664729
H 2.037061 -1.443714 4.300638
H 1.253357 -1.287801 1.290719
H 3.250525 0.092285 3.007314
H 2.953076 0.348079 1.183980
C -2.980686 -4.808397 0.019163
C -2.846329 -4.162176 1.429277
C -2.222209 -5.072063 2.500020
O -1.492460 -4.073793 3.168729
C -1.296087 -2.912548 2.436572
O -0.572031 -1.951348 2.713838
O -2.041591 -3.008465 1.328219
H -2.023952 -4.924539 -0.490016
H -3.585960 -4.173538 -0.627910
H -3.423306 -5.791529 0.179301
H -3.842378 -3.873302 1.764699
H -1.497272 -5.829784 2.202663
H -2.947183 -5.600571 3.119052
C -4.942564 -2.428977 -1.086218
C -4.034797 -1.550628 -0.247950
C -3.336810 -0.427222 -1.083958
O -3.854368 0.816094 -0.523206
C -4.861405 0.517062 0.327259
O -5.677674 1.349118 0.723184
O -4.833721 -0.768208 0.648374
H -4.400753 -2.955513 -1.871912
H -5.794503 -1.861711 -1.461081
H -5.411370 -3.210826 -0.488702
H -3.307417 -2.086712 0.361677
H -3.506186 -0.548453 -2.153868
H -2.258551 -0.448328 -0.925805
C -1.164263 1.268189 -2.131510
C -1.401944 2.506263 -1.167871
C -1.708315 3.799085 -1.970521
O -2.893445 4.286679 -1.390758
C -3.461111 3.376766 -0.598609
O -4.495256 3.524549 0.006496
O -2.667605 2.340047 -0.497313
H -0.089009 1.122286 -2.234679
H -1.503908 1.384278 -3.160712
H -1.562840 0.305962 -1.810007
H -0.594684 2.654360 -0.450593
H -1.817189 3.691445 -3.049714
H -0.875602 4.491897 -1.849281
C -2.308719 0.428990 2.733101
C -2.573839 1.813107 2.162057
C -4.035231 2.143355 1.955282
O -4.307185 3.173253 2.814535
C -3.203338 3.513211 3.528113
O -3.224956 4.324423 4.453222
O -2.170990 2.789896 3.102338
H -2.572829 -0.338694 2.005767
H -2.937689 0.184783 3.589177
H -1.232237 0.301262 2.846965
H -2.103449 1.989521 1.194741
H -4.704499 1.333429 2.245458
H -4.221997 2.425132 0.919030
C 2.047738 3.561837 -0.172313
C 2.362768 3.512559 -1.656078
C 1.864649 2.216467 -2.364230
O 0.854026 2.610297 -3.190705
C 0.762861 3.974572 -3.243134
O -0.022133 4.610652 -3.926724
O 1.573370 4.548416 -2.315656
H 2.580262 2.879949 0.490664
H 1.019007 3.228780 -0.034873
H 2.042155 4.564605 0.254920
H 3.452309 3.534931 -1.678280
H 1.430862 1.484647 -1.682794
H 2.615956 1.778996 -3.021691

Forces on the atoms, in the same order (eV/Å):
C 0.23 1.49 -0.33
C -1.58 -0.46 -0.61
O -2.02 -1.18 2.00
O 0.42 0.39 1.16
H 1.30 -0.82 1.47
H 0.81 -0.26 -0.65
H -1.23 0.66 -0.50
C 0.48 -1.53 -1.21
C -0.28 -1.07 -1.73
C 0.30 -0.36 -0.36
O -0.61 -1.00 -0.84
C 1.70 1.81 -3.37
O -2.72 -2.09 1.33
O -0.84 -0.67 -0.75
H 0.43 0.48 -0.95
H 0.29 -0.62 -0.27
H 1.03 -0.35 -1.26
H 0.16 -1.95 -1.84
H 0.30 0.78 -1.12
H -0.14 -0.32 -0.84
C 1.29 1.45 -4.50
C 1.56 -2.13 0.72
C -0.55 -1.49 1.77
O 1.20 1.65 0.29
C 1.05 1.23 -1.33
O 0.28 -1.24 1.83
O 1.20 0.04 -1.16
H 3.53 0.74 -3.63
H 0.47 0.82 -0.51
H 1.32 0.68 -0.13
H 0.37 0.01 0.02
H 1.12 0.40 0.71
H 0.45 0.62 -0.36
C 0.12 0.08 -0.03
C -0.35 1.32 -1.91
C -1.67 -0.01 0.61
O 0.99 2.81 1.37
C -0.53 0.50 1.74
O -0.94 0.40 -1.90
O -1.16 1.20 2.81
H 0.37 -0.42 0.77
H -0.30 -0.33 0.89
H -0.10 0.28 0.23
H 0.16 0.84 0.13
H -0.44 -0.12 1.41
H -0.02 0.95 1.21
C 1.91 -0.25 -0.74
C -1.08 -1.51 0.18
C 0.20 0.10 -2.67
O -0.76 -1.09 1.15
C -0.40 0.61 -0.76
O 0.01 1.15 -1.37
O 0.05 -2.39 1.31
H -0.27 -1.15 0.55
H 0.37 0.40 0.30
H -0.57 -0.55 -0.02
H -1.25 -1.05 1.00
H 0.56 -1.83 -0.08
H -0.78 -0.63 -0.30
C 1.58 -0.55 1.66
C 0.76 0.62 2.87
C 0.96 -3.10 1.43
O 1.63 -2.21 0.68
C 1.60 -2.92 -0.59
O -3.52 4.50 1.66
O 2.00 -0.88 0.25
H 2.50 0.52 1.26
H -0.23 -0.20 -0.16
H 0.78 0.37 -0.27
H 1.28 0.70 1.52
H 1.24 -1.73 -1.69
H -1.54 -1.89 3.85
C 0.14 0.35 0.95
C -1.15 -2.34 -2.12
C 0.39 0.69 -1.10
O 1.59 2.49 1.68
C 0.55 -0.12 1.02
O -6.98 -4.73 -1.56
O 0.96 0.06 0.63
H 0.11 -0.30 0.49
H -0.02 -0.53 0.26
H -0.18 0.02 -0.34
H -0.05 0.27 0.09
H -0.01 0.09 -0.69
H -0.12 0.64 0.29
C -0.48 -0.27 0.48
C 0.10 1.22 -0.69
C -0.73 -0.68 0.95
O -3.18 -4.89 -0.79
C -3.16 1.76 -1.16
O -0.30 -4.43 -3.01
O -0.65 -0.95 1.00
H -0.04 0.38 -0.27
H 0.29 0.23 -0.39
H 0.08 -0.04 0.26
H -0.45 0.31 -0.51
H -0.50 0.44 -0.04
H -2.09 0.03 -0.04
C -0.04 2.32 1.80
C -1.41 0.42 -2.99
C 1.06 -0.41 0.09
O -0.84 1.13 -0.23
C 0.18 1.72 -0.20
O 0.36 1.91 -3.00
O 3.39 2.33 -0.03
H -1.89 0.75 0.41
H -0.54 0.80 0.50
H 0.22 2.55 0.45
H -1.13 -0.08 -0.57
H -0.37 -0.29 0.21
H -0.65 0.39 0.40
C -0.49 -0.14 -0.30
C -0.58 -0.69 0.40
C 1.42 -1.98 1.12
O 0.31 2.41 1.74
C -1.74 1.40 1.79
O 0.59 -1.80 -2.31
O 0.78 0.53 1.03
H -0.40 0.14 0.20
H 0.39 0.45 0.45
H -0.60 -0.37 0.84
H 0.66 -0.14 0.98
H 0.85 0.20 0.88
H 0.26 -0.36 2.60
C -1.50 0.54 -0.52
C -0.36 -0.43 1.09
C 1.92 1.03 1.00
O -1.93 2.99 -1.99
C -0.55 0.99 -0.42
O 1.91 -1.42 0.66
O 0.39 -0.83 -0.66
H 0.56 1.00 -1.50
H 1.16 0.48 -0.63
H 0.66 0.20 -0.32
H -1.01 1.74 -1.13
H 1.37 1.87 0.49
H -1.03 0.71 0.86

Calculated values
charge: -1
HOMO energy: -7.09 eV

Here are the Löwdin charges for atoms 1 to 2, given in e:
1. C 0.000
2. C -0.638